Record 1
{
  "formula": "C7H14O",
  "method": "ωB97M-V/def2-TZVPD",
  "e_above_lowest_kcal_mol": 43.4,
  "homo_ha": -0.337,
  "smiles": "C=C(C)C(=C)CC.O",
  "elements": ["C", "C", "C", "C", "C", "C", "C", "H", "H", "H", "H", "H", "H", "H", "H", "H", "H", "H", "H", "O", "H", "H"],
  "xyz": [[-0.275, 2.682, 1.117], [-0.363, 1.353, 1.219], [-1.420, 0.538, 1.841], [0.842, 0.634, 0.631], [1.976, 0.719, 1.322], [0.848, -0.242, -0.608], [-0.263, -1.308, -0.634], [0.505, 3.221, 0.606], [-0.872, 3.338, 1.753], [-1.101, -0.458, 2.137], [-1.991, 1.028, 2.627], [-2.124, 0.291, 1.047], [2.935, 0.276, 1.088], [2.048, 1.359, 2.199], [1.800, -0.760, -0.637], [0.688, 0.369, -1.500], [-0.220, -1.700, -1.660], [-1.229, -0.810, -0.524], [-0.119, -2.096, 0.086], [-0.677, -2.963, -3.645], [-1.237, -2.300, -4.069], [-1.198, -3.694, -3.297]]
}


Record 2
{
  "formula": "C40H40ClCoN2OPSi",
  "method": "ωB97M-V/def2-TZVPD",
  "charge": 1,
  "multiplicity": 5,
  "e_above_lowest_kcal_mol": 0.0,
  "homo_ha": [-0.390, -0.398],
  "s2": 6.0456,
  "elements": ["Co", "N", "P", "C", "C", "C", "C", "C", "C", "C", "C", "C", "C", "C", "C", "C", "C", "C", "C", "C", "N", "H", "H", "H", "H", "H", "H", "H", "H", "H", "H", "H", "H", "H", "H", "H", "Cl", "C", "C", "C", "C", "C", "C", "C", "H", "H", "H", "H", "H", "H", "C", "C", "C", "C", "Si", "O", "C", "C", "C", "C", "C", "C", "C", "C", "C", "C", "C", "C", "H", "H", "H", "H", "H", "H", "H", "H", "H", "H", "H", "H", "H", "H", "H", "H", "H", "H", "H"],
  "xyz": [[0.238, -0.193, -0.118], [-2.350, -0.515, -1.666], [-1.196, -1.737, -1.264], [-0.506, -2.183, -2.889], [0.082, -3.441, -3.044], [0.523, -3.845, -4.295], [0.378, -2.998, -5.392], [-0.194, -1.744, -5.236], [-0.630, -1.331, -3.980], [-2.305, -3.128, -0.919], [-2.300, -3.735, 0.332], [-3.145, -4.806, 0.591], [-3.999, -5.265, -0.398], [-4.006, -4.661, -1.655], [-3.156, -3.600, -1.923], [-2.192, 0.829, -1.410], [-3.204, 1.746, -1.724], [-2.992, 3.078, -1.478], [-1.781, 3.507, -0.922], [-0.849, 2.560, -0.623], [-1.040, 1.235, -0.848], [-3.240, -0.794, -2.035], [0.179, -4.116, -2.199], [0.975, -4.823, -4.414], [0.721, -3.319, -6.373], [-0.308, -1.080, -6.088], [-1.069, -0.344, -3.865], [-1.633, -3.375, 1.111], [-3.133, -5.282, 1.564], [-4.659, -6.100, -0.197], [-4.662, -5.030, -2.435], [-3.140, -3.161, -2.917], [-4.132, 1.391, -2.159], [-3.767, 3.798, -1.720], [-1.579, 4.553, -0.733], [0.113, 2.830, -0.206], [5.152, 1.944, 3.668], [3.645, 1.301, 3.213], [2.614, 2.176, 2.832], [1.411, 1.660, 2.455], [1.187, 0.245, 2.431], [-0.050, -0.281, 2.064], [2.268, -0.613, 2.825], [3.462, -0.095, 3.220], [2.780, 3.247, 2.859], [0.591, 2.329, 2.207], [-0.909, 0.381, 2.150], [-0.243, -1.310, 2.341], [2.114, -1.688, 2.836], [4.275, -0.743, 3.530], [5.659, -0.068, -2.757], [4.627, 0.315, -1.686], [4.417, 1.844, -1.661], [5.099, -0.176, -0.315], [2.987, -0.487, -2.037], [1.876, -0.112, -0.887], [2.408, 0.213, -3.677], [2.932, -0.141, -4.929], [2.473, 0.455, -6.102], [1.483, 1.430, -6.048], [0.953, 1.805, -4.817], [1.410, 1.197, -3.650], [3.271, -2.340, -1.990], [2.924, -3.022, -0.815], [3.127, -4.396, -0.681], [3.683, -5.120, -1.732], [4.032, -4.466, -2.908], [3.827, -3.094, -3.033], [6.641, 0.377, -2.516], [5.376, 0.305, -3.749], [5.805, -1.154, -2.816], [5.361, 2.361, -1.412], [3.673, 2.133, -0.899], [4.080, 2.225, -2.633], [6.023, 0.349, -0.005], [5.320, -1.255, -0.320], [4.335, 0.015, 0.441], [3.711, -0.897, -5.003], [2.891, 0.158, -7.061], [1.133, 1.903, -6.960], [0.188, 2.577, -4.768], [0.986, 1.491, -2.689], [2.487, -2.461, 0.014], [2.858, -4.904, 0.245], [3.853, -6.189, -1.630], [4.465, -5.026, -3.732], [4.102, -2.611, -3.969]]
}


Record 3
{
  "formula": "C9H21BrCa3ClN2O13P",
  "method": "ωB97M-V/def2-TZVPD",
  "homo_ha": -0.193,
  "elements": ["Br", "C", "C", "O", "C", "C", "N", "H", "H", "H", "H", "H", "H", "H", "H", "H", "O", "H", "H", "Cl", "Ca", "C", "O", "O", "O", "Ca", "C", "C", "O", "C", "H", "H", "H", "H", "H", "H", "C", "O", "O", "O", "O", "P", "O", "O", "O", "N", "H", "H", "H", "H", "Ca"],
  "xyz": [[-1.135, 3.076, -0.078], [0.035, 2.268, 1.093], [-0.636, 1.324, 2.035], [0.204, 0.246, 2.472], [1.537, 0.446, 2.312], [1.925, 0.880, 0.892], [0.764, 1.447, 0.123], [0.608, 3.015, 1.576], [-1.096, 1.846, 2.826], [-1.424, 0.873, 1.511], [1.998, -0.510, 2.493], [1.991, 1.097, 3.017], [2.403, 0.028, 0.370], [2.664, 1.634, 0.948], [0.107, 0.698, -0.251], [1.091, 2.012, -0.649], [-0.793, 2.863, -3.528], [-0.919, 2.713, -2.582], [-1.562, 2.427, -3.906], [-3.374, 2.389, 1.765], [1.546, -1.421, 0.095], [-1.508, -0.082, -0.918], [-0.758, -0.533, 0.051], [-2.924, -0.217, -0.839], [-1.065, 0.438, -1.947], [3.843, 0.613, -1.728], [-4.133, -4.776, -2.176], [-3.401, -3.453, -2.305], [-2.304, -3.291, -1.869], [-4.153, -2.327, -3.030], [-3.502, -5.483, -1.650], [-5.064, -4.648, -1.616], [-4.363, -5.172, -3.165], [-5.096, -2.095, -2.489], [-4.389, -2.629, -4.046], [-3.526, -1.432, -3.068], [-1.798, -1.738, -5.693], [-1.087, -1.674, -6.703], [-1.786, -0.856, -4.764], [-2.634, -2.681, -5.450], [6.986, 0.618, 3.101], [5.539, 0.624, 2.614], [4.797, -0.583, 3.254], [5.533, 0.487, 1.075], [4.807, 1.935, 3.033], [4.178, 2.071, 5.704], [4.514, 2.073, 4.686], [3.319, 1.537, 5.757], [4.891, 1.632, 6.278], [4.018, 3.021, 6.015], [-4.868, -0.731, -0.648]]
}


Record 4
{
  "formula": "C18H12IrN4O6Se",
  "method": "ωB97M-V/def2-TZVPD",
  "charge": -1,
  "e_above_lowest_kcal_mol": 25.3,
  "homo_ha": [-0.191, -0.191],
  "elements": ["Ir", "O", "C", "N", "C", "C", "C", "C", "C", "C", "N", "C", "O", "C", "C", "C", "C", "C", "N", "C", "C", "C", "C", "C", "N", "H", "H", "H", "H", "H", "H", "H", "H", "H", "H", "H", "H", "O", "Se", "O", "O", "O"],
  "xyz": [[0.077, 0.261, -0.150], [-1.725, -0.764, -3.672], [-1.284, -0.262, -2.647], [-0.598, -0.841, -1.641], [-0.274, -2.211, -1.520], [-0.743, -3.227, -2.341], [-0.346, -4.536, -2.098], [0.513, -4.827, -1.049], [0.999, -3.818, -0.229], [0.612, -2.503, -0.462], [1.036, -1.381, 0.278], [1.956, -1.375, 1.280], [2.677, -2.286, 1.644], [2.060, -0.004, 1.912], [2.906, 0.208, 2.978], [2.979, 1.479, 3.529], [2.199, 2.486, 2.997], [1.357, 2.190, 1.940], [1.305, 0.981, 1.390], [-1.482, 1.219, -2.378], [-2.244, 1.984, -3.241], [-2.462, 3.318, -2.936], [-1.919, 3.834, -1.770], [-1.164, 3.005, -0.959], [-0.933, 1.734, -1.266], [-1.411, -2.985, -3.152], [-0.719, -5.330, -2.732], [0.810, -5.851, -0.861], [1.670, -4.031, 0.587], [3.475, -0.632, 3.349], [3.623, 1.673, 4.377], [2.188, 3.480, 3.420], [0.684, 2.929, 1.535], [-2.653, 1.502, -4.117], [-3.063, 3.940, -3.587], [-2.085, 4.860, -1.473], [-0.755, 3.350, -0.021], [-0.923, 1.776, 3.498], [-1.460, 0.448, 2.729], [-0.447, -0.809, 2.878], [-1.406, 0.876, 1.018], [-3.027, 0.139, 2.963]]
}


Record 5
{
  "formula": "C47H49F3N5O5S3V",
  "method": "ωB97M-V/def2-TZVPD",
  "charge": -1,
  "multiplicity": 2,
  "homo_ha": [-0.095, -0.076],
  "s2": 0.7597,
  "elements": ["V", "F", "C", "F", "F", "S", "O", "O", "O", "S", "C", "N", "C", "C", "C", "C", "C", "C", "H", "H", "H", "H", "H", "C", "S", "O", "C", "C", "C", "C", "C", "C", "H", "H", "H", "H", "H", "H", "H", "H", "C", "C", "C", "C", "C", "C", "C", "C", "C", "C", "C", "C", "C", "C", "C", "H", "H", "H", "H", "H", "H", "H", "H", "H", "H", "C", "N", "N", "C", "O", "C", "C", "C", "C", "C", "C", "C", "C", "C", "H", "H", "H", "H", "H", "H", "H", "H", "H", "H", "H", "H", "C", "C", "N", "C", "C", "C", "C", "N", "H", "H", "H", "H", "H", "H", "H", "H", "H", "H", "H", "H", "H", "H"],
  "xyz": [[0.195, 0.740, 0.750], [4.738, 2.464, 1.083], [3.531, 2.787, 1.575], [3.757, 3.456, 2.719], [2.967, 3.666, 0.730], [2.401, 1.282, 1.826], [3.113, 0.540, 2.818], [2.371, 0.731, 0.492], [1.184, 1.950, 2.227], [-3.128, 0.120, 3.344], [-1.819, 1.255, 2.655], [-1.634, 0.907, 1.300], [-2.804, 0.467, 0.781], [-3.195, 0.493, -0.561], [-4.368, -0.137, -0.951], [-5.171, -0.799, -0.037], [-4.857, -0.760, 1.320], [-3.718, -0.102, 1.713], [-0.922, 1.126, 3.263], [-2.591, 1.042, -1.270], [-4.661, -0.099, -1.992], [-6.053, -1.328, -0.369], [-5.495, -1.237, 2.049], [-1.720, 5.429, 0.759], [-0.413, 4.277, 1.416], [-0.791, 3.311, 0.100], [-1.112, 3.632, 2.810], [-0.445, 3.868, 4.021], [-1.083, 3.669, 5.210], [-2.461, 3.301, 5.201], [-3.087, 2.953, 4.065], [-2.321, 2.752, 2.796], [-2.658, 4.901, 0.650], [-1.380, 5.795, -0.202], [-1.811, 6.250, 1.459], [0.541, 4.313, 3.981], [-0.605, 3.899, 6.149], [-3.020, 3.370, 6.126], [-4.151, 2.774, 4.032], [-2.952, 2.934, 1.914], [0.030, 2.347, -0.452], [0.628, 2.515, -1.576], [1.167, 2.517, -2.800], [0.379, 2.130, -3.959], [0.975, 1.760, -5.169], [0.207, 1.355, -6.242], [-1.175, 1.326, -6.153], [-1.783, 1.695, -4.961], [-1.021, 2.086, -3.881], [2.561, 2.967, -2.938], [2.931, 3.922, -3.886], [4.222, 4.419, -3.921], [5.167, 3.971, -3.011], [4.816, 3.003, -2.082], [3.528, 2.507, -2.045], [2.052, 1.785, -5.256], [0.688, 1.057, -7.166], [-1.769, 1.015, -7.003], [-2.862, 1.678, -4.883], [-1.491, 2.379, -2.950], [2.198, 4.296, -4.588], [4.495, 5.172, -4.654], [6.172, 4.373, -3.026], [5.549, 2.641, -1.374], [3.253, 1.756, -1.319], [-0.390, -5.285, 3.392], [-0.252, -4.317, 2.322], [0.570, -3.211, 2.600], [-0.005, -2.041, 2.068], [0.541, -0.931, 2.114], [-1.244, -2.466, 1.501], [-1.400, -3.799, 1.721], [-2.561, -4.672, 1.406], [1.918, -3.388, 2.899], [2.593, -2.393, 3.608], [3.940, -2.530, 3.872], [4.628, -3.665, 3.467], [3.953, -4.669, 2.790], [2.609, -4.535, 2.496], [0.596, -5.538, 3.779], [-0.852, -6.182, 2.983], [-1.006, -4.904, 4.213], [-1.920, -1.813, 0.987], [-3.284, -4.102, 0.831], [-3.049, -5.017, 2.319], [-2.253, -5.547, 0.834], [2.072, -1.502, 3.914], [4.451, -1.738, 4.395], [5.685, -3.762, 3.665], [4.482, -5.557, 2.471], [2.099, -5.302, 1.930], [-0.549, -4.424, -2.157], [0.302, -3.377, -2.887], [-0.002, -2.022, -2.489], [-0.885, -1.274, -3.354], [-2.358, -1.662, -3.242], [0.401, -1.501, -1.278], [1.611, -2.114, -0.641], [-0.192, -0.497, -0.724], [-0.282, -5.424, -2.494], [-1.606, -4.264, -2.349], [-0.387, -4.353, -1.085], [0.118, -3.448, -3.964], [1.361, -3.587, -2.716], [-0.552, -1.418, -4.387], [-0.757, -0.212, -3.137], [-2.561, -2.587, -3.777], [-2.964, -0.878, -3.682], [-2.646, -1.783, -2.202], [2.416, -2.212, -1.367], [1.394, -3.097, -0.223], [1.944, -1.460, 0.160], [-1.015, -0.204, -1.241]]
}


Record 6
{
  "formula": "C14H18IrN6OP",
  "method": "ωB97M-V/def2-TZVPD",
  "charge": 3,
  "multiplicity": 2,
  "e_above_lowest_kcal_mol": 0.0,
  "homo_ha": [-0.692, -0.691],
  "s2": 0.7553,
  "elements": ["Ir", "C", "N", "C", "C", "N", "C", "P", "C", "N", "C", "C", "N", "C", "C", "N", "C", "C", "N", "C", "H", "H", "H", "H", "H", "H", "H", "H", "H", "H", "H", "H", "H", "H", "H", "C", "C", "O", "H", "H", "H"],
  "xyz": [[1.152, -1.138, 1.024], [0.083, 0.219, -4.137], [0.789, -0.367, -2.983], [1.929, -1.122, -3.068], [2.270, -1.495, -1.803], [1.334, -0.950, -0.954], [0.437, -0.271, -1.695], [-1.014, 0.602, -0.991], [-1.637, -0.806, 0.001], [-0.867, -1.592, 0.768], [-1.663, -2.553, 1.330], [-2.933, -2.343, 0.883], [-2.899, -1.257, 0.057], [-4.070, -0.700, -0.643], [-0.055, 1.413, 0.353], [0.864, 0.819, 1.141], [1.435, 1.777, 1.943], [0.843, 2.964, 1.634], [-0.072, 2.721, 0.650], [-0.930, 3.750, 0.031], [0.622, -0.064, -5.037], [0.075, 1.302, -4.051], [-0.928, -0.176, -4.188], [2.404, -1.335, -4.012], [3.101, -2.090, -1.463], [-1.294, -3.315, 1.995], [-3.846, -2.880, 1.084], [-4.944, -1.264, -0.332], [-3.941, -0.804, -1.717], [-4.202, 0.343, -0.366], [2.205, 1.577, 2.663], [1.004, 3.950, 2.037], [-0.724, 4.695, 0.525], [-1.975, 3.490, 0.176], [-0.693, 3.839, -1.026], [3.479, -1.061, 3.466], [2.183, -1.243, 2.814], [1.058, -1.538, 3.087], [3.355, -1.087, 4.551], [3.933, -0.131, 3.119], [4.132, -1.878, 3.136]]
}